1.
Molecular formula: C6H23NO6
Method: DFT, ωB97M-V with the def2-TZVPD basis set

```
! RIJCOSX wB97M-V def2-TZVPD def2/J DEFGRID3
* xyz 0 1
C 2.528 0.449 -2.298
O 1.129 0.524 -2.280
C 0.425 -0.676 -2.085
C 0.646 -1.236 -0.729
N 0.112 -0.277 0.208
C 0.562 -0.526 1.619
C 2.072 -0.213 1.771
O 2.192 1.194 1.617
C 3.533 1.724 1.548
H 2.837 -0.450 -2.821
H 3.008 0.457 -1.324
H 2.883 1.342 -2.817
H 0.801 -1.414 -2.809
H -0.623 -0.495 -2.291
H 1.700 -1.491 -0.583
H -0.007 -2.122 -0.617
H 0.426 0.650 -0.065
H 0.244 -1.555 1.925
H -0.073 0.106 2.240
H 2.732 -0.830 1.124
H 2.300 -0.541 2.818
H 3.934 1.488 2.542
H 3.364 2.741 1.292
H 4.106 1.230 0.754
O -4.321 1.969 -0.629
H -5.047 2.230 -0.058
H -3.829 1.258 -0.186
O -2.553 -0.196 0.069
H -2.884 -0.925 0.597
H -1.575 -0.165 0.240
O -3.143 -0.751 -2.728
H -3.867 -0.188 -3.002
H -3.067 -0.549 -1.792
O -3.228 -1.136 2.768
H -4.087 -1.469 3.066
H -3.227 -0.157 2.913
*
```

Calculated values
Structure (SMILES) ... COCCNCCOC.O.O.O.O
Electronic energy ... -748.54917 hartree
HOMO energy ... -9.4523 eV
LUMO ... 0.42 eV

These are the Löwdin partial charges, in e, on atoms 1 to 4: C -0.10; O -0.17; C -0.22; C -0.22

=====

2.
Molecular formula: C6H23O6
Method: DFT, ωB97M-V with the def2-TZVPD basis set

```
! RIJCOSX wB97M-V def2-TZVPD def2/J DEFGRID3
* xyz -1 1
C -0.435 0.864 2.185
O -1.098 -0.170 1.574
C 1.114 0.696 2.265
C 1.932 1.260 1.092
C 1.669 0.622 -0.260
C 2.576 1.224 -1.351
C 2.614 0.321 -2.600
H -0.732 0.901 3.247
H -0.653 1.868 1.773
H 1.273 -0.373 2.429
H 1.419 1.275 3.140
H 1.584 2.288 1.041
H 2.981 1.368 1.387
H -3.431 -1.036 1.030
H 0.650 0.923 -0.501
H 3.553 1.410 -0.898
H 2.254 2.196 -1.731
H 1.623 -0.067 -2.846
H 2.761 0.966 -3.463
H 3.355 -0.470 -2.526
H -2.370 1.547 -1.625
H -3.263 0.497 -2.086
O -3.182 1.457 -2.134
H 1.753 -0.460 -0.336
H -0.813 -2.609 2.152
O -0.902 -3.226 1.415
H -1.388 -0.342 0.387
H -0.904 0.078 -1.154
O -1.584 -0.479 -0.773
H -1.841 -3.062 1.240
H -2.328 -1.189 2.091
O -3.308 -1.327 1.936
H -2.120 -1.735 -1.916
H -1.086 -2.766 -1.743
O -1.670 -2.451 -2.440
*
```

Calculated values
Electronic energy ... -693.87306 hartree
HOMO energy ... -5.2765 eV
LUMO ... 3.29 eV

These are the Löwdin partial charges, in e, on atoms 1 to 4: C -0.34; O -0.27; C -0.19; C -0.23

=====

3.
Molecular formula: C6H24CaN5O9
Method: DFT, ωB97M-V with the def2-TZVPD basis set

```
! RIJCOSX wB97M-V def2-TZVPD def2/J DEFGRID3
* xyz 1 1
Ca 3.431 -2.153 0.810
N 0.786 0.001 -0.408
O 1.937 -0.481 -0.162
O 0.641 1.233 -0.458
O -0.186 -0.759 -0.482
C -1.705 0.727 -2.920
O -2.446 1.394 -3.929
H -2.029 -0.315 -2.958
H -0.643 0.731 -3.191
H -1.751 1.074 -1.888
H -2.751 2.246 -3.605
C -1.695 0.220 2.484
O -2.074 0.688 1.214
H -1.984 -0.827 2.669
H -0.603 0.202 2.624
H -2.162 0.829 3.255
H -1.506 0.228 0.580
C -2.067 -3.358 -1.818
O -3.208 -3.924 -1.187
H -1.600 -4.205 -2.317
H -2.355 -2.566 -2.510
H -1.303 -2.919 -1.168
H -3.799 -3.224 -0.894
C 1.257 3.050 2.450
O 0.065 3.303 1.707
H 1.156 2.079 2.949
H 2.164 3.248 1.881
H 1.207 3.718 3.315
H -0.035 2.544 1.120
C 0.503 -3.131 2.165
O 1.373 -2.267 1.877
N 0.717 -4.153 3.033
N -0.659 -3.205 1.484
H 1.576 -4.079 3.550
H -0.051 -4.763 3.232
H -0.787 -2.410 0.867
H -1.372 -3.887 1.656
C 3.068 3.537 -2.145
O 3.769 4.287 -2.804
N 3.434 2.241 -1.820
N 1.839 3.801 -1.634
H 2.919 1.760 -1.109
H 4.180 1.816 -2.337
H 1.346 2.997 -1.287
H 1.403 4.669 -1.889
*
```

Calculated values
Electronic energy ... -1871.22362 hartree
HOMO energy ... -11.3897 eV
LUMO ... -6.56 eV

These are the Löwdin partial charges, in e, on atoms 1 to 4: Ca 1.76; N -0.50; O -0.21; O 0.02

=====

4.
Molecular formula: C6H24ClN12O10
Method: DFT, ωB97M-V with the def2-TZVPD basis set

```
! RIJCOSX wB97M-V def2-TZVPD def2/J DEFGRID3
* xyz -1 1
Cl 0.796 -0.194 0.809
O 1.384 0.898 1.594
O 1.699 -1.216 0.324
O -0.066 -0.856 1.751
O 0.071 0.382 -0.288
C -4.107 0.532 -1.604
O -4.604 -0.190 -0.717
N -2.943 1.079 -1.773
N -4.884 0.661 -2.695
H -2.782 1.482 -2.685
H -2.222 0.727 -1.159
H -5.684 0.049 -2.622
H -4.366 1.012 -3.488
C 3.000 -3.559 3.107
O 3.247 -4.456 3.893
N 1.766 -3.152 2.806
N 3.901 -3.024 2.291
H 1.002 -3.697 3.177
H 1.471 -2.312 2.328
H 3.667 -2.427 1.511
H 4.852 -3.364 2.267
C -2.584 2.041 4.236
O -3.709 1.702 4.090
N -2.327 3.143 4.928
N -1.585 1.390 3.886
H -3.165 3.513 5.353
H -1.426 3.577 5.070
H -0.666 1.773 4.057
H -1.567 0.847 3.035
C -2.260 -3.285 -0.358
O -2.736 -3.808 -1.334
N -2.838 -2.201 0.140
N -1.088 -3.625 0.198
H -3.742 -1.964 -0.244
H -2.449 -1.566 0.823
H -0.733 -2.936 0.847
H -0.553 -4.439 -0.070
C 4.715 0.177 -2.216
O 5.393 0.099 -1.211
N 3.421 0.487 -2.227
N 5.198 0.256 -3.418
H 3.027 0.592 -1.303
H 2.848 0.409 -3.056
H 4.730 0.835 -4.100
H 6.170 -0.001 -3.513
C 0.572 3.198 -3.265
O 1.155 3.482 -4.308
N 1.211 3.074 -2.097
N -0.748 3.030 -3.135
H 2.169 3.393 -2.101
H 0.852 2.695 -1.232
H -1.187 2.620 -2.323
H -1.295 3.115 -3.979
*
```

Calculated values
Electronic energy ... -2112.71411 hartree
HOMO energy ... -6.8398 eV
LUMO ... 2.14 eV

These are the Löwdin partial charges, in e, on atoms 1 to 4: Cl 0.64; O -0.36; O -0.35; O -0.39

=====

5.
Molecular formula: C6H24F3HfN12O6
Method: DFT, ωB97M-V with the def2-TZVPD basis set

```
! RIJCOSX wB97M-V def2-TZVPD def2/J DEFGRID3
* xyz 1 1
Hf 20.757 0.198 -0.648
F 20.965 0.898 1.601
F 21.280 2.485 -0.909
F 18.769 -0.868 -0.122
C 24.149 -0.211 0.400
O 23.025 0.016 0.022
N 25.033 -0.898 -0.244
N 24.630 0.252 1.548
H 24.772 -1.042 -1.209
H 25.945 -1.054 0.161
H 23.980 0.736 2.150
H 25.534 -0.106 1.821
C 20.553 -2.317 -3.076
O 20.727 -1.727 -2.004
N 21.628 -2.915 -3.497
N 19.504 -2.167 -3.836
H 22.458 -3.063 -2.941
H 21.708 -3.052 -4.494
H 18.820 -1.712 -3.248
H 19.227 -2.771 -4.597
C 22.689 0.548 -3.732
O 22.079 0.461 -2.744
N 23.863 1.021 -3.847
N 22.243 0.162 -4.865
H 24.384 1.478 -3.112
H 24.112 0.944 -4.823
H 21.336 -0.219 -5.092
H 22.804 0.443 -5.656
C 18.909 1.473 -3.468
O 19.521 0.854 -2.506
N 17.871 1.018 -4.068
N 19.339 2.590 -4.052
H 17.533 0.335 -3.405
H 17.230 1.523 -4.663
H 18.929 2.906 -4.919
H 19.871 3.112 -3.371
C 17.910 2.551 0.818
O 18.622 1.793 0.155
N 16.977 3.188 0.262
N 18.008 2.771 2.095
H 16.967 3.243 -0.747
H 16.274 3.546 0.892
H 17.363 3.470 2.436
H 18.799 2.400 2.602
C 21.667 -3.097 0.927
O 21.265 -1.969 0.608
N 22.203 -3.977 0.106
N 21.698 -3.605 2.118
H 22.844 -4.601 0.575
H 22.360 -3.696 -0.851
H 21.383 -2.964 2.832
H 21.978 -4.525 2.426
*
```

Calculated values
Electronic energy ... -1699.25230 hartree
HOMO energy ... -10.7673 eV
LUMO ... -2.36 eV

These are the Löwdin partial charges, in e, on atoms 1 to 4: Hf 2.09; F -0.56; F -0.56; F -0.54

=====

Please write out number 4 again, unchanged.
Molecular formula: C6H24ClN12O10
Method: DFT, ωB97M-V with the def2-TZVPD basis set

```
! RIJCOSX wB97M-V def2-TZVPD def2/J DEFGRID3
* xyz -1 1
Cl 0.796 -0.194 0.809
O 1.384 0.898 1.594
O 1.699 -1.216 0.324
O -0.066 -0.856 1.751
O 0.071 0.382 -0.288
C -4.107 0.532 -1.604
O -4.604 -0.190 -0.717
N -2.943 1.079 -1.773
N -4.884 0.661 -2.695
H -2.782 1.482 -2.685
H -2.222 0.727 -1.159
H -5.684 0.049 -2.622
H -4.366 1.012 -3.488
C 3.000 -3.559 3.107
O 3.247 -4.456 3.893
N 1.766 -3.152 2.806
N 3.901 -3.024 2.291
H 1.002 -3.697 3.177
H 1.471 -2.312 2.328
H 3.667 -2.427 1.511
H 4.852 -3.364 2.267
C -2.584 2.041 4.236
O -3.709 1.702 4.090
N -2.327 3.143 4.928
N -1.585 1.390 3.886
H -3.165 3.513 5.353
H -1.426 3.577 5.070
H -0.666 1.773 4.057
H -1.567 0.847 3.035
C -2.260 -3.285 -0.358
O -2.736 -3.808 -1.334
N -2.838 -2.201 0.140
N -1.088 -3.625 0.198
H -3.742 -1.964 -0.244
H -2.449 -1.566 0.823
H -0.733 -2.936 0.847
H -0.553 -4.439 -0.070
C 4.715 0.177 -2.216
O 5.393 0.099 -1.211
N 3.421 0.487 -2.227
N 5.198 0.256 -3.418
H 3.027 0.592 -1.303
H 2.848 0.409 -3.056
H 4.730 0.835 -4.100
H 6.170 -0.001 -3.513
C 0.572 3.198 -3.265
O 1.155 3.482 -4.308
N 1.211 3.074 -2.097
N -0.748 3.030 -3.135
H 2.169 3.393 -2.101
H 0.852 2.695 -1.232
H -1.187 2.620 -2.323
H -1.295 3.115 -3.979
*
```

Calculated values
Electronic energy ... -2112.71411 hartree
HOMO energy ... -6.8398 eV
LUMO ... 2.14 eV

These are the Löwdin partial charges, in e, on atoms 1 to 4: Cl 0.64; O -0.36; O -0.35; O -0.39

=====

What is the formula in the third record? C6H24CaN5O9

=====

Among the records above, which one has the lowest electronic energy? C6H24ClN12O10